Entry 1:
Molecular formula: C35H58MnN3OP2
Method: DFT, ωB97M-V/def2-TZVPD

As for the relative energy (zero: lowest compared OMol25 entry of this formula, charge and spin): 0.000 eV. Its net charge is +1. Its orbital gap (spin up / spin down) is 6.3 / 5.0 eV. The spin multiplicity is 6. As for the total energy: -3441.39526 a.u. As for the largest force on an atom: 0.2218 hartree/bohr. The LUMO energy (spin up / spin down) comes out at -2.43 / -3.58 eV.

Last column: Mulliken charge in e.
Positions of all 100 atoms, in Å:
C: -1.6311 -2.1240 -1.7973  -0.07
C: 0.6180 -1.8796 -2.4194  0.09
C: -1.9345 -2.7486 -3.0063  -0.99
C: 0.3943 -2.7047 -3.5566  -1.39
C: -0.8882 -3.1196 -3.8570  -0.80
H: -2.9754 -2.9953 -3.2162  0.50
H: 1.2495 -2.9314 -4.1958  0.51
H: -1.0905 -3.7197 -4.7431  0.41
N: -0.3756 -1.7799 -1.4605  1.35
P: -2.1777 -1.5796 0.9011  0.71
P: 2.2612 0.1407 -1.1666  1.23
C: -2.7625 -1.7825 -0.8401  -1.62
H: -3.2469 -0.8453 -1.1583  0.71
H: -3.5328 -2.5635 -0.9062  0.53
C: 1.8025 -1.1201 -2.3008  -1.93
H: 2.5703 -1.3621 -3.0511  0.70
C: 2.6353 1.5109 -2.5328  2.00
C: 3.9727 -0.3279 -0.3881  2.18
C: -3.3408 -0.2946 1.7600  2.55
C: -2.4749 -3.3627 1.4702  1.79
C: 2.3943 2.8151 -1.7743  -1.19
H: 3.1144 2.9764 -0.9622  0.17
H: 2.4618 3.6718 -2.4603  0.65
H: 1.3876 2.8069 -1.3385  -0.36
C: 4.0283 1.4865 -3.1718  -1.94
H: 4.8475 1.6537 -2.4660  0.43
H: 4.2097 0.5612 -3.7333  0.34
H: 4.0740 2.3097 -3.9027  0.48
C: 1.6205 1.3474 -3.6650  -1.63
H: 1.6814 2.2231 -4.3279  0.62
H: 1.8106 0.4607 -4.2801  0.40
H: 0.5968 1.2745 -3.2749  -0.07
C: 4.6297 0.9590 0.1353  -1.65
H: 4.0012 1.4298 0.9052  0.16
H: 5.5893 0.6925 0.6015  0.54
H: 4.8388 1.7024 -0.6391  0.24
C: 3.7668 -1.2431 0.8209  -1.99
H: 3.1422 -0.7739 1.5884  0.30
H: 3.3275 -2.2065 0.5531  0.25
H: 4.7512 -1.4448 1.2711  0.65
C: 4.8224 -1.0891 -1.4082  -1.67
H: 5.1361 -0.4778 -2.2586  0.28
H: 5.7363 -1.4403 -0.9064  0.54
H: 4.2834 -1.9683 -1.7811  0.29
C: -1.8863 -3.4618 2.8826  -1.53
H: -2.1183 -4.4591 3.2842  0.55
H: -0.7952 -3.3495 2.8625  0.16
H: -2.3039 -2.7121 3.5692  0.20
C: -1.7348 -4.3420 0.5402  -1.64
H: -2.1382 -4.3312 -0.4798  0.28
H: -0.6604 -4.1484 0.5025  0.18
H: -1.8801 -5.3558 0.9430  0.66
C: -3.9569 -3.7781 1.4543  -1.53
H: -3.9962 -4.8742 1.5477  0.52
H: -4.5237 -3.3659 2.2936  0.42
H: -4.4664 -3.5167 0.5180  0.19
C: -3.9306 0.6146 0.6767  -1.77
H: -4.7156 0.1110 0.0957  0.35
H: -4.3949 1.4922 1.1534  0.66
H: -3.1550 0.9800 -0.0069  -0.24
C: -2.4761 0.5457 2.7114  -1.73
H: -1.6626 1.0525 2.1792  0.03
H: -3.1043 1.3151 3.1861  0.69
H: -2.0340 -0.0665 3.5091  0.27
C: -4.4929 -0.9057 2.5668  -2.07
H: -5.1936 -1.4638 1.9332  0.40
H: -4.1461 -1.5406 3.3936  0.34
H: -5.0662 -0.0798 3.0198  0.52
Mn: 0.0926 -0.7699 0.2621  0.18
C: 0.7331 -2.2702 1.0475  0.08
O: 1.3049 -3.2073 1.4859  -0.35
N: -0.6280 0.8331 -0.5818  0.07
C: -0.6194 1.6566 -1.4346  -0.47
C: -1.2578 2.9975 -1.8673  2.48
C: -0.8844 3.3603 -3.2964  -1.80
C: -2.7785 2.8710 -1.8075  -1.73
C: -0.7872 4.1026 -0.9140  -1.59
H: 0.1907 3.5319 -3.3996  0.19
H: -1.1857 2.5621 -3.9832  0.42
H: -1.4026 4.2845 -3.5858  0.53
H: -3.1297 2.8532 -0.7689  0.38
H: -3.2496 3.7308 -2.3088  0.51
H: -3.1105 1.9588 -2.3227  0.36
H: -1.4102 4.9996 -1.0556  0.48
H: -0.8675 3.7784 0.1349  0.20
H: 0.2546 4.3893 -1.1058  0.41
C: 1.6379 2.6990 5.4827  -1.51
C: 1.4130 1.8305 4.2827  0.75
C: 1.4310 2.3886 3.0037  -0.66
C: 1.1597 1.5926 1.8949  -0.07
N: 0.8340 0.2727 2.0045  1.41
C: 0.8792 -0.2814 3.2437  -0.68
C: 1.1506 0.4647 4.3874  -0.95
H: 2.5529 3.2961 5.3764  0.37
H: 0.8084 3.4070 5.6212  0.30
H: 1.7219 2.0954 6.3915  0.38
H: 1.6480 3.4470 2.8489  0.49
H: 1.1842 2.0117 0.8847  -0.07
H: 0.6757 -1.3493 3.3258  0.26
H: 1.1461 -0.0343 5.3570  0.40



Entry 2:
Molecular formula: C35H58N3O24P3
Method: DFT, ωB97M-V/def2-TZVPD

Its net charge is +1. Its orbital gap (spin up / spin down) is 6.6 / 2.7 eV. The spin multiplicity is 2. As for the total energy: -4362.09961 a.u. As for the largest force on an atom: 0.0737 hartree/bohr. The LUMO energy (spin up / spin down) comes out at -4.81 / -8.67 eV.

Last column: Mulliken charge in e.
Positions of all 123 atoms, in Å:
C: -6.5472 -1.9919 -4.3192  -1.38
C: -5.9562 -1.3482 -3.1081  0.32
O: -6.1237 -2.2538 -2.0524  -0.25
C: -5.9876 -1.9327 -0.7724  0.84
O: -5.3511 -0.9434 -0.3084  -0.57
O: -6.5856 -2.8664 -0.0561  -0.39
C: -6.2122 -3.1278 1.3302  -0.46
H: -7.6368 -1.9946 -4.3480  0.34
H: -6.0271 -2.9389 -4.4637  0.30
H: -6.3356 -1.3383 -5.1655  0.42
H: -6.4562 -0.4223 -2.8239  0.38
H: -4.9017 -1.1038 -3.2359  -0.17
H: -6.0802 -2.1917 1.8728  0.28
H: -5.3318 -3.7656 1.2512  0.11
H: -6.9375 -3.6573 1.9478  0.27
C: 6.8205 -1.8626 -1.4549  -1.11
C: 5.6178 -2.8532 -1.1480  -0.26
O: 4.9584 -2.4545 -0.0040  -0.22
C: 3.8778 -3.1326 0.3988  0.72
O: 3.2162 -4.0252 -0.1869  -0.62
O: 3.6411 -2.6238 1.5945  -0.32
C: 2.4224 -3.0277 2.2221  -0.14
H: 6.3027 -0.9238 -1.6516  0.22
H: 7.4428 -2.1648 -2.2972  0.40
H: 7.3892 -1.6526 -0.5490  0.29
H: 6.0775 -3.8160 -0.9250  0.30
H: 4.9065 -2.8923 -1.9730  0.36
H: 1.5812 -2.6081 1.6704  -0.11
H: 2.4357 -2.6387 3.2402  0.22
H: 2.3971 -4.1166 2.2638  0.36
C: 0.7152 -5.7465 -0.2029  -0.48
C: 0.0272 -6.9516 -0.0255  -0.76
C: -1.3369 -6.9995 -0.2617  -0.27
C: -2.1231 -5.8228 -0.5977  -0.09
C: -1.3646 -4.6978 -0.7779  0.41
C: 0.0472 -4.6084 -0.5799  -0.51
N: -3.6145 -5.9236 -0.7043  0.91
O: -4.0721 -5.0490 -1.4759  -0.47
O: -4.2708 -6.6957 -0.0610  -0.50
H: 1.7841 -5.8364 -0.0770  0.54
H: 0.4745 -7.9039 0.2184  0.45
H: -1.8455 -7.9518 -0.2328  0.46
H: -1.7229 -3.7063 -1.0121  0.49
H: 0.5806 -3.6720 -0.6511  0.69
C: 2.1030 3.6423 -2.6464  -0.40
C: 3.0685 3.5871 -3.6090  -0.50
C: 2.8965 2.6559 -4.6609  -0.31
C: 1.8060 1.7368 -4.6867  -0.19
C: 0.8906 1.7637 -3.6666  -0.07
C: 1.0386 2.7703 -2.6708  -0.51
N: 1.7336 0.7499 -5.8329  0.99
O: 0.7947 -0.0235 -5.8961  -0.60
O: 2.5699 0.7683 -6.7270  -0.59
H: 2.1253 4.2495 -1.7536  0.43
H: 3.9357 4.2266 -3.6832  0.40
H: 3.7063 2.6677 -5.3754  0.42
H: -0.0054 1.1606 -3.6771  0.41
H: 0.2447 2.9271 -1.9556  0.47
C: 1.3925 2.4507 3.4454  -0.63
C: 0.6850 2.4861 4.6334  -0.61
C: 0.0412 1.3010 5.1007  -0.89
C: -0.0160 0.1855 4.2528  -0.50
C: 0.5528 0.2331 2.9903  1.07
C: 1.2339 1.3895 2.5940  -0.49
N: -0.5974 -1.1281 4.7121  1.06
O: -0.8857 -2.0290 3.9578  -0.61
O: -0.6824 -1.3643 5.8652  -0.62
H: 1.9314 3.3170 3.0912  0.57
H: 0.8100 3.3293 5.2965  0.46
H: -0.2205 1.2879 6.1485  0.54
H: 0.4292 -0.5358 2.2419  0.13
H: 1.5559 1.2982 1.5671  0.44
C: -2.3392 -0.6271 -2.3661  -0.76
O: -1.0378 -1.1569 -2.0121  -0.41
P: -0.3714 -0.7228 -0.5476  1.36
O: -0.5630 0.6846 -0.1158  -0.56
O: -1.0347 -1.7504 0.5220  -0.34
C: -2.4281 -1.5347 1.0113  -0.02
O: 1.1595 -1.1347 -0.7730  -0.47
C: 2.1883 -0.2384 -0.9487  -0.27
H: -2.7362 -0.0202 -1.5523  0.24
H: -2.8930 -1.5429 -2.5726  0.29
H: -2.3777 -0.0241 -3.2733  0.48
H: -2.9299 -2.4982 0.9219  0.10
H: -2.9199 -0.7146 0.4882  -0.11
H: -2.4677 -1.2957 2.0740  0.21
H: 1.9146 0.8114 -0.8424  0.12
H: 2.7201 -0.3390 -1.8949  0.34
H: 2.9633 -0.3488 -0.1903  -0.09
C: -6.1605 5.4401 0.9189  -0.69
O: -5.7445 4.4073 1.7792  -0.35
P: -4.1198 4.3178 2.0982  0.97
O: -3.4959 5.6527 2.3006  -0.67
O: -3.7084 3.5600 0.6677  -0.30
C: -4.1324 2.1788 0.4029  -0.35
O: -3.9500 3.1621 3.2502  -0.38
C: -2.6647 2.6561 3.6098  -0.52
H: -5.3898 5.7629 0.2189  0.32
H: -6.6132 6.2565 1.4815  0.27
H: -6.9952 5.0498 0.3367  0.27
H: -4.3177 1.5650 1.2844  0.34
H: -3.3992 1.7501 -0.2803  0.02
H: -5.1220 2.1689 -0.0541  0.31
H: -2.6651 2.5895 4.6978  0.29
H: -1.9662 3.3630 3.1622  0.42
H: -2.4853 1.6174 3.3323  0.06
C: 5.3611 0.9518 1.1490  -0.23
O: 5.2322 1.9867 0.2206  -0.24
P: 4.5095 3.4054 0.6221  1.12
O: 3.0462 3.4210 0.9309  -0.62
O: 4.9610 4.3745 -0.6117  -0.26
C: 4.8917 5.7892 -0.4883  -0.80
O: 5.4354 4.0103 1.8732  -0.40
C: 6.8838 3.9672 1.7349  -0.78
H: 4.8488 1.0183 2.1088  0.34
H: 6.4252 0.7327 1.2371  0.32
H: 4.9364 0.0592 0.6896  -0.26
H: 5.6656 6.1366 0.1962  0.29
H: 3.9886 6.1818 -0.0210  0.35
H: 5.0470 6.2595 -1.4593  0.29
H: 7.3063 4.8542 2.2069  0.30
H: 7.1955 3.8476 0.6973  0.34
H: 7.3154 3.0893 2.2155  0.29